This record from OMol25 describes a cluster of 2 separate species, CFO3 in total. The level of theory is ωB97M-V/def2-TZVPD.

**LUMO**: 3.89 eV
**Largest force on an atom**: 4.6 eV Å⁻¹
**Net charge**: -1
**Gap between HOMO and LUMO**: 6.57 eV
**Highest occupied orbital energy**: -2.7 eV
**ΔE to the lowest compared entry with this formula, charge and spin**: 23.3 kcal per mole

Each line ends with the Löwdin charge.
Atoms and positions in Å:
C 1.04 0.02 0.02  -0.54
O 1.25 -0.47 -0.98  0.18
O 1.08 0.52 1.03  0.20
O -1.66 -0.73 0.18  -0.44
F -1.71 0.66 -0.25  -0.40

***

This record from OMol25 describes a cluster of 11 separate species, C13H48O11 in total. The level of theory is ωB97M-V/def2-TZVPD.

**SMILES**: CCO.CCO.CO.CO.CO.CO.CO.CO.CO.CO.CO
**LUMO**: 0.39 eV
**Largest force on an atom**: 4.6 eV Å⁻¹
**Gap between HOMO and LUMO**: 9.79 eV
**Highest occupied orbital energy**: -9.4 eV
**ΔE to the lowest compared entry with this formula, charge and spin**: 74.3 kcal per mole

Each line ends with the Löwdin charge.
Atoms and positions in Å:
C -24.74 -9.81 -20.04  -0.09
C -23.80 -9.01 -20.92  -0.31
O -22.99 -8.26 -20.03  -0.09
H -25.02 -10.79 -20.48  0.08
H -25.75 -9.31 -19.88  0.09
H -24.27 -9.94 -19.08  0.06
H -24.24 -8.52 -21.78  0.10
H -23.17 -9.56 -21.57  0.09
H -23.56 -7.77 -19.48  -0.01
C -25.32 -10.10 -16.12  -0.06
C -25.99 -10.20 -14.73  -0.24
O -27.12 -9.26 -14.63  -0.08
H -26.08 -10.40 -16.74  0.05
H -24.48 -10.81 -16.14  0.10
H -25.12 -9.09 -16.36  0.03
H -25.26 -10.05 -13.97  0.09
H -26.48 -11.26 -14.62  0.14
H -27.55 -9.27 -13.81  0.07
C -22.09 -5.44 -21.58  -0.13
O -22.14 -4.40 -20.63  -0.13
H -21.30 -6.17 -21.26  0.10
H -21.78 -5.11 -22.55  0.07
H -23.01 -6.01 -21.54  0.06
H -21.23 -4.14 -20.51  0.09
C -27.99 -6.60 -16.04  -0.07
O -26.54 -6.88 -15.97  -0.20
H -28.40 -6.45 -15.02  0.10
H -28.50 -7.40 -16.46  0.05
H -28.13 -5.76 -16.82  0.11
H -26.50 -7.71 -15.44  0.04
C -24.29 -2.24 -22.21  -0.12
O -24.34 -2.79 -20.86  -0.16
H -23.87 -1.31 -22.08  0.03
H -25.18 -1.98 -22.77  0.07
H -23.59 -2.85 -22.83  0.09
H -23.56 -3.32 -20.63  0.01
C -24.88 -5.78 -18.95  -0.11
O -24.80 -7.01 -18.29  -0.13
H -24.24 -5.71 -19.82  0.07
H -24.57 -5.09 -18.21  0.04
H -25.88 -5.48 -19.11  0.07
H -25.31 -7.12 -17.51  0.03
C -23.34 -7.40 -15.13  -0.14
O -22.36 -6.52 -14.54  -0.08
H -24.38 -7.42 -14.74  0.07
H -23.02 -8.38 -15.35  0.07
H -23.46 -6.89 -16.08  0.05
H -21.69 -6.99 -14.13  0.04
C -22.96 -2.85 -17.23  -0.16
O -23.50 -1.94 -16.32  -0.10
H -23.23 -3.87 -17.04  0.03
H -21.87 -2.68 -17.32  0.09
H -23.34 -2.74 -18.24  0.07
H -24.39 -1.68 -16.55  0.05
C -21.45 -6.09 -17.79  -0.13
O -20.28 -5.30 -17.99  -0.10
H -22.31 -5.47 -17.81  0.03
H -21.40 -6.60 -16.83  0.06
H -21.61 -6.90 -18.52  0.09
H -20.26 -4.46 -17.57  0.05
C -25.04 -4.33 -14.55  -0.13
O -25.87 -5.28 -13.85  -0.14
H -25.50 -3.36 -14.87  0.07
H -24.62 -4.92 -15.37  0.05
H -24.18 -4.07 -13.89  0.10
H -26.09 -5.96 -14.51  -0.01
C -26.82 -3.18 -17.34  -0.22
O -26.46 -2.18 -16.52  -0.11
H -26.21 -3.35 -18.32  0.11
H -27.72 -3.02 -17.92  0.08
H -26.94 -4.06 -16.77  0.04
H -27.26 -1.92 -16.00  0.13